Entry 1:
The following is a DFT calculation (ωB97M-V with the def2-TZVPD basis set) of a molecular structure, C24H44AlB3BeBrClF6LiNO20 in a non-equilibrium geometry.

```
103
Properties=species:S:1:pos:R:3
C 4.791 -0.291 0.114
C 5.101 -1.337 -0.937
C 3.925 -1.707 -1.833
C 3.595 -0.768 -3.007
C 2.093 -0.541 -3.242
C 1.399 0.613 -2.516
C 1.829 1.990 -3.080
C 1.264 3.220 -2.397
C 1.633 0.705 -0.943
O 0.403 1.002 -0.479
B -0.584 0.129 -1.307
F -0.295 -1.190 -0.913
C -2.042 0.685 -1.035
C -3.259 0.001 -1.688
C -3.028 -1.419 -2.164
O -4.311 -1.968 -2.488
C -4.402 -3.361 -2.310
O 0.053 0.382 -2.645
H 5.669 -0.145 0.731
H 4.491 0.664 -0.318
H 3.987 -0.645 0.759
H 5.393 -2.238 -0.372
H 5.936 -1.022 -1.561
H 4.239 -2.688 -2.245
H 3.021 -1.891 -1.229
H 4.165 0.154 -2.886
H 3.980 -1.244 -3.908
H 1.905 -0.424 -4.310
H 1.561 -1.439 -2.929
H 2.918 2.045 -3.035
H 1.529 2.030 -4.141
H 0.177 3.191 -2.363
H 1.544 4.102 -2.973
H 1.643 3.364 -1.390
H 2.058 -0.250 -0.596
H 2.307 1.492 -0.605
H -2.009 1.716 -1.396
H -2.177 0.750 0.043
H -4.055 -0.079 -0.950
H -3.669 0.593 -2.506
H -2.608 -2.014 -1.352
H -2.385 -1.464 -3.050
H -5.401 -3.656 -2.627
H -3.649 -3.882 -2.920
H -4.301 -3.715 -1.283
Al 3.991 -4.131 -0.647
B -7.981 -2.433 -4.137
F -9.185 -2.908 -4.558
F -7.404 -3.264 -3.155
F -7.024 -2.473 -5.265
F -8.054 -1.121 -3.709
B 3.592 -2.959 4.314
O 4.504 -3.372 3.195
C 5.156 -2.349 2.726
O 5.933 -2.342 1.806
C 4.703 -1.089 3.543
O 5.090 0.049 3.346
O 3.830 -1.462 4.415
O 2.216 -3.243 3.986
C 1.688 -4.035 4.937
O 0.579 -4.453 4.962
C 2.819 -4.286 5.987
O 2.742 -4.934 6.975
O 3.904 -3.620 5.549
Li -5.420 -2.793 -4.684
C -10.687 1.983 0.743
O -10.844 1.043 -0.302
C -9.652 0.661 -0.922
C -9.214 -0.738 -0.438
O -8.844 -0.712 0.911
C -9.816 -1.246 1.791
H -11.646 2.075 1.247
H -9.924 1.650 1.455
H -10.394 2.957 0.338
H -8.854 1.384 -0.737
H -9.828 0.579 -1.998
H -8.341 -1.032 -1.029
H -10.011 -1.465 -0.612
H -9.895 -2.329 1.657
H -10.797 -0.795 1.606
H -9.495 -1.029 2.806
O 0.582 0.982 -5.806
Cl -0.640 1.239 -6.575
O -1.325 0.064 -6.894
O -0.128 1.755 -7.996
O -1.492 2.138 -5.926
N 6.212 1.993 5.280
H 5.710 1.352 4.645
H 7.217 1.856 5.169
H 5.988 2.976 5.059
H 5.941 1.789 6.241
Br 0.128 -0.040 -8.936
C 8.811 4.748 7.832
C 9.713 4.571 6.624
O 8.765 4.230 5.605
C 7.578 4.787 5.944
O 6.648 4.854 5.194
O 7.582 5.181 7.218
F 10.585 3.559 6.770
H 8.644 3.795 8.335
H 9.163 5.483 8.548
H 10.250 5.467 6.314
Be 2.199 2.011 -6.459
```

* DFT total energy: -176124.8204 eV
* HOMO: -11.36 eV
* spin multiplicity: 1
* frontier orbital gap: 0.0431 Eh
* total charge: +2

=====

Entry 2:
The following is a DFT calculation (ωB97M-V with the def2-TZVPD basis set) of 5 unconnected molecules or ions with the total composition C24H44ClN2O6 in a non-equilibrium geometry.

```
77
Properties=species:S:1:pos:R:3
C -2.391 9.551 4.236
N -2.295 8.150 4.277
C -1.637 7.566 5.320
C -0.994 6.304 5.156
C -1.279 5.574 3.728
C -2.211 6.311 2.823
C -2.694 7.514 3.152
C -0.801 4.205 3.594
C 0.419 3.772 4.315
C 0.835 2.472 3.936
N -0.007 1.585 3.251
C -1.067 1.998 2.593
C -1.527 3.225 2.682
C 0.509 0.185 3.046
H -1.999 10.140 5.078
H -3.511 9.936 4.407
H -2.204 10.131 3.372
H -1.574 8.049 6.181
H -0.329 5.852 5.931
H -2.553 6.044 1.834
H -3.454 7.897 2.342
H 0.881 4.512 4.798
H 1.784 1.995 4.287
H -1.494 1.338 1.789
H -2.463 3.495 2.046
H 1.208 0.150 2.217
H -0.416 -0.568 2.951
H 0.995 -0.214 3.868
Cl -1.146 -0.631 -0.152
C -0.919 -1.016 -3.566
O -0.706 -1.261 -4.997
C -0.690 -2.638 -5.069
C -0.349 -2.965 -6.368
O -0.510 -4.400 -6.485
C 0.028 -4.918 -7.624
H -0.475 -1.500 -2.830
H -1.813 -1.025 -3.287
H -0.846 0.165 -3.414
H -1.621 -3.115 -4.986
H 0.127 -3.188 -4.587
H 0.567 -2.676 -6.421
H -1.011 -2.444 -7.106
H -0.441 -4.532 -8.365
H -0.153 -6.056 -7.530
H 1.117 -4.762 -7.883
C -0.566 -4.504 -0.465
O -1.476 -5.506 -1.010
C -1.594 -5.316 -2.427
C -2.031 -6.476 -2.935
O -1.056 -7.434 -2.725
C -1.605 -8.791 -2.637
H 0.400 -4.624 -0.955
H -0.466 -4.526 0.738
H -0.667 -3.421 -0.542
H -0.832 -4.870 -2.792
H -2.293 -4.701 -2.574
H -2.033 -6.317 -4.087
H -2.915 -6.566 -2.614
H -2.467 -8.780 -2.067
H -0.856 -9.456 -2.098
H -1.892 -9.110 -3.713
C 2.488 -1.457 0.144
O 3.262 -0.709 0.994
C 3.805 0.433 0.368
C 4.650 1.069 1.352
O 3.933 1.871 2.147
C 4.622 2.572 3.132
H 2.994 -1.872 -0.706
H 1.581 -0.987 -0.088
H 1.985 -2.294 0.734
H 2.871 1.101 -0.007
H 4.265 -0.017 -0.586
H 5.352 1.630 0.850
H 5.025 0.474 1.926
H 5.328 3.143 2.609
H 5.257 1.961 3.695
H 4.012 3.277 3.803
```

* DFT total energy: -53364.8503 eV
* HOMO: -9.29 eV
* spin multiplicity: 1
* frontier orbital gap: 0.0972 Eh
* total charge: +1

=====

Entry 3:
The following is a DFT calculation (ωB97M-V with the def2-TZVPD basis set) of 5 unconnected molecules or ions with the total composition C24H44ClN8 in a non-equilibrium geometry.

```
77
Properties=species:S:1:pos:R:3
C 2.081 -3.623 1.098
C 2.345 -2.433 2.034
N 1.230 -2.144 2.925
C 0.599 -3.082 3.687
C -0.322 -2.388 4.453
N -0.172 -1.054 4.201
C 0.734 -0.922 3.222
C -0.887 0.075 4.748
H 2.673 -3.685 0.190
H 0.997 -3.701 0.981
H 2.289 -4.578 1.592
H 2.502 -1.520 1.457
H 3.221 -2.571 2.669
H 0.916 -4.111 3.663
H -1.010 -2.808 5.168
H 1.064 0.035 2.851
H -1.974 -0.011 4.739
H -0.677 0.948 4.134
H -0.626 0.212 5.797
C -3.870 -0.507 -6.195
C -2.414 -0.154 -6.543
N -1.796 0.762 -5.609
C -0.593 1.404 -5.813
C -0.236 1.971 -4.626
N -1.274 1.810 -3.752
C -2.213 1.054 -4.349
C -1.441 2.480 -2.496
H -4.432 0.419 -6.069
H -3.815 -1.004 -5.221
H -4.391 -1.140 -6.906
H -2.457 0.293 -7.539
H -1.832 -1.060 -6.712
H -0.136 1.240 -6.775
H 0.518 2.711 -4.405
H -3.159 0.806 -3.900
H -1.499 3.555 -2.667
H -0.580 2.314 -1.845
H -2.342 2.122 -2.004
C 2.035 2.145 6.899
C 2.563 1.564 5.591
N 2.880 2.555 4.575
C 3.922 3.444 4.718
C 4.018 4.303 3.647
N 3.053 3.802 2.770
C 2.414 2.755 3.340
C 2.858 4.221 1.379
H 2.372 1.613 7.789
H 0.951 2.178 6.985
H 2.449 3.139 7.074
H 1.853 0.885 5.107
H 3.368 0.827 5.633
H 4.540 3.389 5.602
H 4.568 5.189 3.384
H 1.595 2.278 2.821
H 3.311 3.513 0.689
H 3.408 5.155 1.279
H 1.805 4.361 1.155
C 0.807 -1.831 -3.800
C 0.291 -1.631 -2.365
N -1.140 -1.792 -2.149
C -1.769 -1.369 -1.024
C -3.088 -1.685 -1.121
N -3.235 -2.448 -2.259
C -2.036 -2.550 -2.855
C -4.502 -3.097 -2.608
H 0.505 -0.977 -4.414
H 0.318 -2.705 -4.230
H 1.890 -1.853 -3.874
H 0.504 -0.662 -1.916
H 0.813 -2.386 -1.773
H -1.229 -0.863 -0.236
H -3.924 -1.473 -0.475
H -1.873 -3.035 -3.803
H -4.712 -3.735 -1.749
H -4.351 -3.629 -3.542
H -5.346 -2.409 -2.619
Cl 1.095 1.101 0.196
```

* DFT total energy: -50022.0274 eV
* HOMO: -15.35 eV
* spin multiplicity: 1
* frontier orbital gap: 0.3194 Eh
* total charge: +3

=====

Entry 4:
The following is a DFT calculation (ωB97M-V with the def2-TZVPD basis set) of 6 unconnected molecules or ions with the total composition C24H44NO7 in a non-equilibrium geometry.

```
76
Properties=species:S:1:pos:R:3
C -2.111 -1.983 -2.415
C -0.992 -1.594 -1.472
C -0.199 -0.484 -1.628
C 0.789 -0.135 -0.730
C 0.968 -0.968 0.378
C 1.983 -0.745 1.554
C 1.100 -0.562 2.787
C 0.984 -1.482 3.804
C 0.105 -1.218 4.840
C -0.143 -2.177 5.995
O -1.114 -2.046 6.705
O 0.728 -3.201 6.231
C -0.639 -0.044 4.870
C -0.481 0.830 3.838
N 0.362 0.549 2.844
C 0.197 -2.113 0.530
C -0.773 -2.426 -0.387
H -2.994 -1.392 -2.141
H -2.367 -3.029 -2.216
H -1.856 -1.888 -3.473
H -0.386 0.131 -2.508
H 1.379 0.769 -0.868
H 2.589 -1.650 1.604
H 2.577 0.166 1.426
H 1.541 -2.412 3.782
H 1.605 -2.877 5.970
H -1.330 0.160 5.679
H -1.058 1.749 3.826
H 0.413 1.229 2.085
H 0.354 -2.753 1.397
H -1.376 -3.331 -0.267
C 4.990 3.054 0.488
C 3.684 3.717 0.098
O 2.598 3.212 0.886
H 4.923 1.973 0.356
H 5.815 3.430 -0.117
H 5.218 3.238 1.541
H 3.449 3.515 -0.946
H 3.745 4.800 0.235
H 2.811 3.405 1.804
C -1.712 2.594 0.349
C -3.089 1.982 0.174
O -2.997 0.567 0.049
H -1.075 2.343 -0.498
H -1.773 3.681 0.434
H -1.227 2.199 1.250
H -3.563 2.359 -0.730
H -3.731 2.226 1.029
H -2.583 0.226 0.848
C -1.550 4.965 -3.288
C -0.783 3.658 -3.342
O -1.616 2.561 -2.960
H -1.937 5.139 -2.282
H -0.913 5.805 -3.569
H -2.408 4.938 -3.963
H 0.061 3.680 -2.653
H -0.399 3.477 -4.351
H -2.357 2.530 -3.574
C -2.174 -6.144 2.519
C -2.578 -4.728 2.157
O -2.527 -4.526 0.744
H -1.166 -6.357 2.162
H -2.204 -6.296 3.599
H -2.842 -6.868 2.047
H -1.898 -4.007 2.612
H -3.592 -4.514 2.507
H -3.135 -5.152 0.337
C 2.242 -1.061 -5.107
C 1.565 0.260 -5.424
O 2.491 1.337 -5.298
H 2.651 -1.045 -4.096
H 1.540 -1.892 -5.191
H 3.077 -1.240 -5.788
H 0.745 0.446 -4.730
H 1.159 0.257 -6.441
H 3.210 1.179 -5.918
```

* DFT total energy: -41417.2927 eV
* HOMO: -11.38 eV
* spin multiplicity: 1
* frontier orbital gap: 0.2471 Eh
* total charge: +1

=====

Entry 5:
The following is a DFT calculation (ωB97M-V with the def2-TZVPD basis set) of a molecular structure, C24H44P2Sm in a non-equilibrium geometry.

```
71
Properties=species:S:1:pos:R:3
Sm 1.068 -1.124 0.090
C 3.691 -0.871 0.707
C 2.934 -0.760 1.923
C 3.056 -2.999 1.360
C 3.789 -2.266 0.391
C 2.484 -2.074 2.286
C 4.457 0.219 0.033
H 3.947 1.185 0.119
H 4.582 0.000 -1.034
H 5.467 0.337 0.462
C 4.625 -2.870 -0.683
H 5.242 -2.115 -1.177
H 4.010 -3.364 -1.444
H 5.292 -3.634 -0.260
C 3.024 -4.485 1.459
H 4.044 -4.877 1.591
H 2.611 -4.942 0.551
H 2.428 -4.804 2.319
C 1.791 -2.455 3.549
H 2.513 -2.674 4.353
H 1.186 -3.357 3.403
H 1.129 -1.659 3.906
C 2.715 0.479 2.715
H 3.481 0.580 3.494
H 1.750 0.486 3.233
H 2.771 1.388 2.109
C -2.574 2.394 -2.569
C -1.823 3.335 -1.963
C -2.365 4.323 -0.982
C -3.413 3.750 0.015
C -3.157 2.354 0.454
C -3.798 1.282 -0.062
C -4.541 1.272 -1.349
C -4.032 2.259 -2.457
H -2.846 5.189 -1.479
H -4.423 3.834 -0.411
H -1.515 4.732 -0.413
H -4.497 3.245 -2.315
H -2.176 1.800 -3.382
H -0.836 3.593 -2.370
H -4.401 1.852 -3.417
H -4.489 0.251 -1.760
H -3.845 0.330 0.461
H -5.610 1.501 -1.210
H -3.386 4.401 0.907
H -2.450 2.292 1.284
P 0.327 0.810 -1.571
C 0.196 0.877 -3.359
C 0.664 2.307 -0.549
P -1.486 -0.949 0.902
C -1.257 0.129 -0.819
C -1.933 0.085 2.328
C -2.825 -2.132 0.701
H 0.234 -0.163 -3.721
H 1.061 1.434 -3.745
H -0.723 1.328 -3.729
H -0.197 2.991 -0.424
H 1.478 2.839 -1.063
H 1.043 2.050 0.461
H -3.761 -1.671 0.373
H -2.953 -2.620 1.678
H -2.500 -2.889 -0.024
H -1.821 -0.431 -1.582
H -1.713 1.117 -0.687
H -1.971 -0.580 3.200
H -2.898 0.582 2.219
H -1.158 0.838 2.518
C 1.046 -3.065 -1.231
H 1.129 -3.952 -0.571
H 0.158 -3.190 -1.879
H 1.955 -3.077 -1.864
```

* DFT total energy: -62074.0424 eV
* <S²>: 8.77
* HOMO (alpha / beta): -9.79 / -9.80 eV
* spin multiplicity: 6
* frontier orbital gap (alpha / beta): 0.2660 / 0.2704 Eh
* total charge: +1

=====

Entry 6:
The following is a DFT calculation (ωB97M-V with the def2-TZVPD basis set) of a molecular structure, C24H45CrF3NO18 in a non-equilibrium geometry.

```
92
Properties=species:S:1:pos:R:3
Cr -7.286 -12.159 31.217
C -8.101 -12.751 26.740
C -7.136 -13.102 27.864
C -5.686 -12.627 27.629
O -7.536 -12.635 29.100
H -7.727 -13.167 25.806
H -8.255 -11.679 26.654
H -9.034 -13.229 27.038
H -7.038 -14.198 27.854
H -4.998 -12.758 28.463
H -5.658 -11.615 27.224
H -5.246 -13.259 26.853
C -5.354 -21.013 27.675
C -4.201 -20.060 27.453
O -4.690 -18.720 27.301
C -3.994 -17.748 26.648
O -2.844 -17.953 26.079
C -4.714 -16.445 26.544
F -3.812 -15.445 26.837
F -5.205 -16.109 25.331
F -5.687 -16.347 27.454
H -6.185 -20.694 27.042
H -5.711 -20.870 28.697
H -5.091 -22.046 27.480
H -3.726 -20.220 26.477
H -3.475 -20.192 28.259
C -4.419 -7.541 29.885
O -5.371 -8.610 30.025
C -5.028 -9.808 30.447
O -5.871 -10.607 30.751
O -3.725 -9.997 30.403
C -3.142 -11.245 30.756
H -3.501 -7.852 29.390
H -4.125 -7.213 30.881
H -4.924 -6.762 29.327
H -3.775 -12.078 30.453
H -2.995 -11.297 31.837
H -2.139 -11.270 30.340
C -9.146 -16.412 24.529
O -10.202 -15.891 23.735
C -11.199 -15.248 24.358
O -11.235 -15.015 25.534
O -12.069 -14.947 23.427
C -13.242 -14.255 23.791
H -8.490 -15.597 24.840
H -8.628 -17.165 23.949
H -9.468 -16.829 25.485
H -13.896 -14.893 24.399
H -13.827 -13.791 23.009
H -12.986 -13.517 24.564
C -8.603 -8.292 32.714
O -8.736 -7.970 31.329
C -8.646 -8.974 30.462
O -8.494 -10.144 30.724
O -8.544 -8.433 29.252
C -8.405 -9.349 28.188
H -7.685 -8.849 32.929
H -9.418 -8.984 32.940
H -8.550 -7.358 33.259
H -9.299 -9.969 28.136
H -7.460 -9.892 28.177
H -8.392 -8.821 27.231
C -4.129 -14.951 31.242
O -5.120 -15.969 31.237
C -6.367 -15.520 31.288
O -6.730 -14.364 31.391
O -7.181 -16.536 31.142
C -8.598 -16.376 31.286
H -3.158 -15.369 31.497
H -4.249 -14.169 31.996
H -4.064 -14.423 30.290
H -8.891 -15.518 30.681
H -8.786 -16.174 32.343
H -9.058 -17.314 31.001
C -10.774 -12.978 34.038
O -11.316 -12.795 32.752
C -10.519 -12.857 31.690
O -9.316 -12.909 31.698
O -11.309 -12.965 30.647
C -10.750 -13.144 29.326
H -10.072 -13.814 34.094
H -11.582 -13.277 34.707
H -10.299 -12.111 34.497
H -9.795 -13.657 29.461
H -10.514 -12.166 28.910
H -11.512 -13.695 28.791
C -2.562 -11.282 26.297
C -1.570 -11.968 25.492
N -0.822 -12.580 24.876
H -2.653 -11.911 27.190
H -3.512 -11.037 25.841
H -2.078 -10.412 26.752
```

* DFT total energy: -100523.4006 eV
* <S²>: 20.01
* HOMO (alpha / beta): -8.24 / -12.83 eV
* spin multiplicity: 9
* frontier orbital gap (alpha / beta): 0.2351 / 0.2689 Eh
* total charge: +1

=====

| no. | molecular weight (g mol⁻¹) |
| --- | --- |
| 1 | 971.3 |
| 2 | 492.1 |
| 3 | 480.1 |
| 4 | 458.6 |
| 5 | 544.9 |
| 6 | 744.6 |